[1]
The following is a DFT calculation (wB97M-V/def2-TZVPD) of a structure of composition C34H64FeGeN3O4SSi5Te.

Geometry (Å):
Fe: 0.678 0.176 -0.044
N: -3.889 1.400 -1.913
C: -2.837 0.584 -1.480
S: -3.255 -0.271 0.000
N: -1.809 0.595 -2.237
N: -0.726 -0.234 -1.876
C: 0.045 -0.398 -2.895
C: 1.249 -1.220 -2.986
C: 1.789 -1.384 -4.266
C: 2.883 -2.187 -4.509
C: 3.463 -2.852 -3.416
C: 2.973 -2.701 -2.146
C: 1.851 -1.854 -1.861
O: 1.434 -1.704 -0.663
H: -4.416 1.794 -1.147
H: -3.546 2.102 -2.555
H: -0.256 0.100 -3.821
H: 1.315 -0.858 -5.089
H: 3.284 -2.297 -5.509
H: 4.322 -3.497 -3.579
H: 3.428 -3.211 -1.304
C: 1.144 -2.594 3.475
Si: 2.599 -1.493 3.129
C: 3.213 -0.816 4.767
C: 3.961 -2.563 2.443
Ge: -1.323 -1.284 0.991
Si: -1.501 -3.507 -0.015
C: -2.579 -3.455 -1.549
C: -2.201 -4.891 1.079
C: 0.131 -4.304 -0.533
Si: -2.893 -1.730 2.826
C: -4.563 -2.426 2.239
C: -2.360 -2.897 4.213
C: -3.506 -0.209 3.783
H: 1.404 -3.401 4.167
H: 0.782 -3.043 2.545
H: 0.322 -2.021 3.907
H: 3.304 -1.621 5.503
H: 2.515 -0.074 5.163
H: 4.192 -0.341 4.661
H: 4.885 -2.008 2.274
H: 3.664 -3.023 1.499
H: 4.159 -3.360 3.168
H: -3.598 -3.137 -1.315
H: -2.610 -4.441 -2.024
H: -2.171 -2.735 -2.264
H: -3.219 -4.742 1.432
H: -1.566 -5.033 1.958
H: -2.173 -5.819 0.499
H: 0.422 -4.005 -1.541
H: 0.011 -5.392 -0.510
H: 0.959 -4.023 0.119
H: -4.501 -3.411 1.782
H: -5.025 -1.765 1.506
H: -5.230 -2.492 3.106
H: -1.933 -3.832 3.850
H: -3.243 -3.132 4.817
H: -1.618 -2.428 4.863
H: -3.688 0.642 3.124
H: -2.811 0.111 4.560
H: -4.455 -0.470 4.262
O: 2.779 3.415 -2.034
C: 2.338 2.752 -1.087
O: 1.238 2.105 -1.093
C: 3.145 2.752 0.217
C: 4.335 3.425 0.225
C: 5.171 3.463 1.351
C: 4.767 2.811 2.551
C: 3.589 2.148 2.604
C: 2.685 1.978 1.424
H: 4.618 3.928 -0.692
H: 6.112 3.999 1.314
H: 5.405 2.861 3.428
H: 3.279 1.669 3.527
H: 1.678 2.315 1.704
C: 0.093 7.184 -1.095
Si: -0.754 5.513 -0.971
C: -2.565 5.859 -0.621
C: -0.592 4.587 -2.565
C: -0.017 4.574 0.456
Te: -0.939 2.642 0.615
C: -2.076 3.152 2.368
Si: -1.064 3.057 3.936
C: -2.225 3.263 5.402
C: 0.203 4.426 4.070
C: -0.170 1.437 4.089
H: -0.353 7.799 -1.881
H: 1.155 7.063 -1.324
H: 0.012 7.728 -0.150
H: -3.060 6.268 -1.506
H: -2.695 6.571 0.200
H: -3.073 4.929 -0.348
H: -0.832 5.240 -3.410
H: -1.268 3.728 -2.573
H: 0.419 4.185 -2.695
H: -0.159 5.097 1.400
H: 1.052 4.405 0.312
H: -2.882 2.417 2.406
H: -2.531 4.132 2.203
H: -2.755 4.219 5.354
H: -1.669 3.232 6.344
H: -2.970 2.464 5.424
H: -0.233 5.418 3.922
H: 1.015 4.302 3.350
H: 0.641 4.399 5.072
H: -0.757 0.616 3.682
H: 0.054 1.214 5.138
H: 0.764 1.439 3.530
C: 3.787 -0.081 0.459
C: 2.499 0.490 1.004
O: 2.025 -0.304 2.167
H: 4.646 0.012 1.148
H: 4.057 0.440 -0.461
H: 3.658 -1.134 0.212

Force components x, y, z for each atom (eV/Å):
Fe 0.64 -0.10 -0.04
N -0.10 0.03 0.01
C -0.11 0.13 0.12
S 0.11 -0.05 -0.22
N 0.35 -0.32 0.17
N 0.09 0.43 -0.42
C 0.22 -0.29 0.01
C -0.45 0.37 0.06
C 0.07 -0.03 -0.10
C 0.00 -0.01 0.15
C 0.05 -0.03 -0.20
C -0.24 0.18 0.15
C 0.25 -0.23 -0.03
O -0.04 0.19 -0.13
H 0.03 0.00 0.00
H -0.02 0.00 0.01
H 0.00 -0.06 0.02
H -0.01 0.00 0.01
H 0.01 -0.01 0.00
H -0.01 0.01 0.00
H 0.00 0.00 0.00
C -0.15 -0.18 0.04
Si -0.27 0.33 -0.32
C 0.08 0.08 0.18
C 0.17 -0.16 -0.09
Ge -0.27 -0.11 0.28
Si 0.09 -0.05 0.00
C -0.13 0.07 -0.14
C -0.05 -0.06 0.16
C 0.10 0.04 -0.01
Si -0.26 0.08 0.00
C -0.04 -0.05 -0.09
C 0.16 -0.08 0.05
C 0.07 0.14 -0.01
H -0.04 -0.01 0.01
H 0.00 0.02 0.01
H 0.00 0.02 -0.01
H 0.02 0.01 0.00
H 0.00 -0.01 0.01
H -0.01 0.02 0.00
H 0.01 -0.03 0.02
H -0.02 0.00 0.02
H 0.03 -0.03 -0.01
H 0.01 -0.02 0.00
H -0.01 -0.01 -0.02
H 0.00 -0.01 0.00
H 0.02 -0.03 -0.01
H 0.02 -0.04 -0.01
H -0.01 -0.02 0.00
H -0.01 -0.01 0.00
H 0.00 -0.02 -0.04
H -0.01 -0.02 0.02
H -0.02 0.01 0.02
H -0.03 0.07 0.01
H -0.01 -0.02 0.01
H -0.01 -0.02 0.00
H 0.00 -0.01 0.03
H -0.03 -0.01 0.01
H -0.05 -0.04 -0.02
H 0.06 0.02 0.02
H 0.00 0.02 0.04
O -0.07 0.06 -0.05
C 0.22 0.06 0.34
O -0.25 -0.30 -0.10
C -0.16 -0.08 -0.18
C 0.10 0.03 0.11
C -0.03 -0.04 0.07
C -0.01 0.11 -0.17
C -0.03 -0.02 -0.01
C 0.09 -0.07 -0.07
H 0.00 0.01 0.01
H 0.01 -0.01 0.00
H 0.01 0.00 0.01
H 0.01 -0.02 -0.02
H -0.07 0.07 0.04
C 0.16 0.12 -0.05
Si 0.02 0.08 0.05
C -0.15 -0.03 0.09
C 0.08 -0.20 -0.15
C 0.12 -0.15 0.00
Te -0.31 0.14 -0.04
C 0.03 0.06 0.06
Si -0.11 0.02 0.03
C -0.12 0.02 0.11
C 0.08 0.19 -0.06
C 0.02 -0.13 0.07
H -0.01 0.01 0.01
H -0.01 -0.01 0.01
H 0.00 0.02 -0.01
H -0.01 0.01 0.00
H 0.01 -0.01 -0.01
H -0.03 0.01 -0.02
H -0.03 -0.03 -0.03
H 0.01 -0.01 -0.04
H -0.01 0.06 0.03
H -0.02 -0.01 0.11
H 0.00 0.06 0.05
H -0.01 0.02 -0.02
H -0.02 0.00 0.02
H 0.00 -0.01 0.01
H -0.01 0.00 0.01
H 0.00 0.01 0.00
H 0.00 -0.01 0.02
H 0.01 -0.02 -0.02
H 0.03 0.01 -0.01
H -0.06 -0.14 -0.04
H 0.00 0.01 -0.01
H 0.09 -0.02 -0.03
C 0.06 -0.05 0.05
C -0.45 -0.32 0.03
O 0.61 0.30 0.18
H -0.05 0.05 0.01
H -0.01 0.01 -0.04
H -0.01 0.05 -0.04

Output
Multiplicity: 6
E_LUMO (alpha / beta): 3.880 / 3.877 eV
Charge: -2
Frontier orbital gap (alpha / beta): 5.07 / 5.93 eV
HOMO energy (alpha / beta): -1.19 / -2.05 eV

***

[2]
The following is a DFT calculation (wB97M-V/def2-TZVPD) of a cluster of 9 separate species, H20NO8 in total in a non-equilibrium geometry.

Geometry (Å):
N: 12.477 -21.222 10.321
H: 12.749 -20.857 11.214
H: 13.082 -21.928 9.955
H: 12.327 -20.473 9.653
H: 11.556 -21.597 10.497
O: 13.219 -18.169 8.392
H: 12.402 -18.040 8.822
H: 13.462 -17.235 8.272
O: 9.572 -22.939 9.497
H: 8.649 -23.217 9.544
H: 9.721 -22.778 8.562
O: 12.273 -21.264 7.390
H: 11.717 -21.921 6.914
H: 12.634 -20.544 6.816
O: 10.463 -19.152 7.380
H: 11.235 -19.699 7.435
H: 9.790 -19.670 7.007
O: 11.168 -20.663 12.958
H: 11.729 -20.669 13.712
H: 10.263 -20.724 13.312
O: 13.176 -18.267 11.476
H: 12.460 -17.776 11.092
H: 13.809 -17.588 11.559
O: 10.905 -17.708 9.802
H: 10.431 -18.462 9.354
H: 10.424 -17.672 10.607
O: 14.988 -20.270 9.172
H: 14.341 -19.556 9.115
H: 15.742 -20.051 8.591

Force components x, y, z for each atom (eV/Å):
N -1.39 0.38 0.08
H 0.71 0.57 0.65
H 0.80 -0.34 -0.41
H 0.54 0.12 -0.22
H -0.62 -0.64 0.01
O 1.55 0.39 -1.03
H -1.87 0.06 1.06
H 0.42 -0.49 -0.28
O 0.11 0.21 0.01
H 0.10 -0.01 0.13
H -0.07 -0.08 -0.09
O -0.10 0.17 -0.06
H 0.91 1.05 -0.15
H -0.24 -1.44 0.07
O 0.53 1.89 1.14
H 0.37 -0.61 -0.01
H -1.46 -1.07 -0.85
O -1.23 -0.11 -1.02
H 0.75 0.08 1.09
H 0.54 0.00 -0.20
O -0.65 -1.25 0.14
H -0.89 0.00 -0.45
H 1.71 0.95 0.41
O -0.50 -1.52 -1.29
H 0.58 1.12 -0.22
H -0.66 0.51 1.45
O 0.38 -0.50 -0.08
H 0.41 0.56 -0.33
H -0.76 -0.02 0.46

Output
E_LUMO: -3.118 eV
Charge: +1
Frontier orbital gap: 11.07 eV
HOMO energy: -14.18 eV

***

ΔE to the lowest compared entry with this formula, charge and spin? In order: 0.580, 0.980 eV.
DFT total energy? In order: -197383.431, -18189.279 eV.